Below is an isolated ion of composition C2H6N and charge +1, with properties calculated with wB97M-V/def2-TZVPD.

XYZ file:
```
9
Properties=species:S:1:pos:R:3:forces:R:3:nbo_charge:R:1
C 0.1866 0.1990 -1.1657 -0.5 0.6 -0.3 -0.55
C -0.2776 -0.1022 1.1656 -1.3 -0.3 -0.1 -0.56
N -0.5522 0.5490 -0.0335 0.8 -0.4 -0.2 0.26
H 1.2230 0.5333 -0.9359 0.1 -0.2 0.1 0.34
H 0.2391 -0.8811 -1.3629 0.3 -0.1 0.4 0.31
H -0.1549 0.7273 -2.0490 -0.1 0.1 0.0 0.27
H -1.0295 0.1708 1.8943 0.2 0.2 0.4 0.27
H -0.3892 -1.1898 0.9523 0.3 0.0 0.0 0.32
H 0.7546 -0.0063 1.5346 0.2 0.0 -0.2 0.34
```
Positions in Å, forces in eV/Å.

The value obtained for the HOMO energy is -17.62 eV. The value obtained for the HOMO-LUMO gap is 8.455 eV. As for the multiplicity: 1. As for the net charge: +1.



Below is an isolated ion of composition C2H6N2 and charge -1, with properties calculated with wB97M-V/def2-TZVPD.

XYZ file:
```
10
Properties=species:S:1:pos:R:3:forces:R:3:mulliken_spin:R:1
C 1.1532 1.1273 -0.7655 0.8 -2.5 -0.4 3.07
N -0.0958 0.5136 -0.3100 -1.2 -0.6 -0.2 -0.80
C -0.2352 -0.4056 0.7095 0.6 -1.9 -1.3 0.84
N -1.1038 -1.3771 0.5157 0.4 1.9 -0.4 -0.02
H 1.0955 1.2348 -1.9131 0.4 -0.5 1.3 -0.59
H 1.2131 2.1060 -0.4198 0.4 1.9 0.8 -0.44
H 2.0674 0.4911 -0.3376 -1.5 1.3 -1.2 -0.72
H -0.7727 0.3250 -1.0711 0.7 0.1 1.0 0.03
H 0.6226 -0.3508 1.4563 -1.4 0.0 -0.4 -0.36
H -1.3367 -2.0923 1.1813 0.7 0.3 0.9 0.00
```
Positions in Å, forces in eV/Å.

The value obtained for the HOMO energy (alpha / beta) is 1.40 / -4.74 eV. The value obtained for the HOMO-LUMO gap (alpha / beta) is 3.180 / 9.380 eV. As for the multiplicity: 2. As for the net charge: -1.



Below is a 2-piece molecular cluster, C2H6N2 overall, with properties calculated with wB97M-V/def2-TZVPD.

XYZ file:
```
10
Properties=species:S:1:pos:R:3:forces:R:3:nbo_charge:R:1
C 2.1886 -1.0457 -3.3950 -0.6 0.3 -2.3 -0.04
N 2.4031 -1.9428 -2.5404 0.4 0.5 0.1 -0.58
H 1.2899 -0.9889 -4.0236 -0.6 -0.5 0.9 0.15
H 2.8452 -0.3156 -3.8920 0.8 -0.1 1.1 0.14
H 3.3645 -1.8255 -2.2123 -0.1 -0.2 0.2 0.33
C -2.2762 1.4128 3.5073 0.5 -0.3 0.6 0.01
N -2.6085 1.4256 2.2863 -2.4 0.4 1.0 -0.65
H -2.5862 2.1684 4.2352 0.9 1.0 -0.5 0.15
H -1.6724 0.6223 3.9812 -0.8 -0.6 0.0 0.13
H -2.9480 0.4894 2.0534 1.9 -0.4 -1.1 0.36
```
Positions in Å, forces in eV/Å.

The value obtained for the HOMO energy is -9.32 eV. The value obtained for the HOMO-LUMO gap is 10.289 eV. As for the multiplicity: 1.



Below is one molecule with the formula C2H6N2, with properties calculated with wB97M-V/def2-TZVPD.

XYZ file:
```
10
Properties=species:S:1:pos:R:3:forces:R:3:nbo_charge:R:1
C -0.5319 -0.5784 0.2346 -0.4 1.2 -0.4 -0.12
C -0.7217 0.8521 -0.1024 -1.0 0.6 2.4 -0.68
N 0.6897 -1.0480 0.1172 -1.0 -0.6 1.0 -0.18
N 1.8380 -0.5212 -0.1243 0.0 2.8 -1.3 -0.57
H -1.4390 -1.1545 0.4124 0.9 -0.5 0.1 0.21
H -1.6932 1.1290 -0.4379 -0.8 -0.3 -0.8 0.23
H 0.0084 1.2060 -0.7260 1.5 0.7 -2.4 0.21
H -0.6056 1.6294 0.6904 0.2 -0.9 0.5 0.22
H 0.8674 -1.9856 0.3742 -0.5 -1.4 0.2 0.39
H 1.5877 0.4711 -0.4383 1.0 -1.5 0.7 0.29
```
Positions in Å, forces in eV/Å.

The value obtained for the HOMO energy is -7.65 eV. The value obtained for the HOMO-LUMO gap is 8.718 eV. As for the multiplicity: 1.



Below is one molecule with the formula C2H6N2, with properties calculated with wB97M-V/def2-TZVPD.

XYZ file:
```
10
Properties=species:S:1:pos:R:3:forces:R:3:nbo_charge:R:1
C 0.9126 -0.5854 -0.2056 1.1 0.6 1.5 -0.15
C -1.2921 0.2852 -0.0129 -2.5 0.9 0.4 -0.48
N 1.7122 0.6112 0.0778 -1.7 0.8 -1.7 -0.44
N -0.1245 -0.1227 0.6426 1.2 -0.3 0.6 -0.25
H 0.5131 -0.6207 -1.1904 0.6 -0.2 -1.3 0.17
H 1.4963 -1.4368 0.1078 -0.5 -0.9 0.1 0.18
H -1.5934 1.3314 0.3882 0.0 -1.9 -0.6 0.22
H -1.3558 0.3016 -1.1146 0.7 0.1 0.1 0.18
H -2.0689 -0.5443 0.2426 0.8 1.6 0.1 0.23
H 1.8005 0.7805 1.0644 0.2 -0.7 0.8 0.33
```
Positions in Å, forces in eV/Å.

The value obtained for the HOMO energy (alpha / beta) is -9.05 / -9.86 eV. The value obtained for the HOMO-LUMO gap (alpha / beta) is 8.928 / 9.696 eV. As for the multiplicity: 1.



Below is a 2-piece molecular cluster, C2H6N2 overall, with properties calculated with wB97M-V/def2-TZVPD.

XYZ file:
```
10
Properties=species:S:1:pos:R:3:forces:R:3:mulliken_spin:R:1
C -2.3248 -1.5511 0.5189 1.8 0.5 -1.4 0.00
N -2.3954 -1.3578 -0.7295 -2.0 -1.3 2.2 0.83
H -1.5970 -0.9561 1.0867 -0.3 0.1 0.4 0.05
H -2.7873 -2.4621 0.9430 -0.1 0.2 0.0 0.07
H -3.2906 -1.6573 -1.1670 0.6 0.6 -1.2 0.04
C 2.7462 1.4682 -0.3979 -0.8 -0.9 1.6 0.00
N 1.9114 1.4026 0.5611 0.1 -0.7 0.2 0.00
H 2.6495 0.6240 -1.0897 0.3 0.9 -0.7 0.00
H 3.5518 2.1827 -0.3320 0.5 -0.1 -0.7 0.00
H 2.1901 1.9639 1.3662 -0.3 0.6 -0.4 0.00
```
Positions in Å, forces in eV/Å.

The value obtained for the HOMO energy (alpha / beta) is -12.64 / -12.63 eV. The value obtained for the HOMO-LUMO gap (alpha / beta) is 5.918 / 2.578 eV. As for the multiplicity: 2. As for the net charge: +1.



Below is one molecule with the formula C2H6N2O, with properties calculated with wB97M-V/def2-TZVPD.

XYZ file:
```
11
Properties=species:S:1:pos:R:3:forces:R:3:nbo_charge:R:1
C -1.4802 -0.3952 -0.1917 -2.4 -0.3 -0.9 -0.43
C 1.9158 0.2036 -0.2971 -2.3 1.8 0.2 0.54
H -1.9602 -1.0420 0.6234 1.2 0.8 -0.5 0.17
H -2.3765 0.1294 -0.6416 0.9 -0.4 0.4 0.20
H -1.0695 -1.0297 -0.9883 -0.2 -0.1 0.4 0.21
H -0.7658 1.3120 0.7327 -0.1 0.2 0.4 0.36
H 0.8462 -0.5301 1.3230 -0.5 0.9 -1.5 0.36
H 1.6898 1.0016 -1.1124 0.7 -1.3 0.7 0.11
N -0.4837 0.5892 0.1007 0.0 0.0 -0.3 -0.45
N 0.7121 0.0385 0.4350 3.2 -1.5 1.5 -0.49
O 2.9720 -0.2774 0.0162 -0.4 0.0 -0.3 -0.58
```
Positions in Å, forces in eV/Å.

The value obtained for the HOMO energy is -9.81 eV. The value obtained for the HOMO-LUMO gap is 10.815 eV. As for the multiplicity: 1.



Below is a 2-piece molecular cluster, C2H6N2O overall, with properties calculated with wB97M-V/def2-TZVPD.

XYZ file:
```
11
Properties=species:S:1:pos:R:3:forces:R:3:nbo_charge:R:1
O -3.4849 -3.0000 0.2218 -0.1 0.1 0.0 -0.49
C -2.4321 -2.4626 0.4105 0.3 -0.1 0.1 0.28
H -2.2420 -1.3929 0.2065 -0.2 0.0 -0.1 0.10
H -1.5585 -3.0079 0.8076 0.0 -0.1 0.0 0.11
N 0.4293 1.7139 -0.5136 0.0 -0.4 -0.7 -0.85
C 1.7491 1.5049 -0.1846 -0.2 0.3 -0.1 0.28
N 2.2004 0.3527 0.0787 -0.2 -0.1 0.5 -0.70
H -0.0701 0.9561 -0.9450 -0.1 -0.1 0.4 0.39
H -0.0969 2.5175 -0.2325 0.3 0.2 -0.2 0.40
H 2.3594 2.4081 -0.2925 0.0 0.0 0.7 0.14
H 3.1463 0.4101 0.4432 0.2 0.0 -0.6 0.34
```
Positions in Å, forces in eV/Å.

The value obtained for the HOMO energy is -9.49 eV. The value obtained for the HOMO-LUMO gap is 10.342 eV. As for the multiplicity: 1.



It is found that the total energy values, taken in the order of the records, are -3650.06629 -5148.87836 -5148.48850 -5148.70481 -5147.11785 -5139.22478 -7197.68924 -7197.57203 eV.
It is found that the F_max values, taken in the order of the records, are 1.368 2.626 2.666 3.118 2.653 3.262 3.853 0.787 eV Å⁻¹.
It is found that the energy relative to the best compared isomer or geometry (same formula, charge and spin) values, taken in the order of the records, are 3.6494 0.7337 3.4312 3.2149 4.8019 3.7181 2.0983 2.2155 eV.